{"formula": "C6H8O3", "method": "ωB97M-V/def2-TZVPD", "energy_ev": -12491.431, "smiles": "C=C1CO[C@]2(C[C@@H]2O)O1", "gap_ev": 9.63, "de_lowest_kj_mol": 258.82, "spin_multiplicity": 1, "lumo_energy_ev": 0.800, "symbols": ["O", "O", "O", "C", "C", "C", "C", "C", "C", "H", "H", "H", "H", "H", "H", "H", "H"], "positions_angstrom": [[-0.205, 0.039, 0.893], [2.203, -0.848, 0.210], [-1.022, -0.052, -1.174], [-0.114, -0.661, -0.312], [1.183, -1.107, -0.736], [-0.667, 1.293, 0.651], [-0.868, 2.235, 1.545], [0.090, -2.116, -0.161], [-1.001, 1.327, -0.833], [0.276, -2.518, 0.818], [-1.323, 3.186, 1.306], [-1.910, 1.850, -1.106], [-0.516, 2.118, 2.557], [2.975, -1.418, 0.038], [-0.161, 1.800, -1.302], [-0.346, -2.798, -0.895], [1.460, -1.151, -1.778]], "forces_ev_per_a": [[0.4, 0.3, 1.0], [0.5, 0.1, -0.7], [-0.4, -0.6, -0.6], [-1.9, 1.0, 0.8], [1.5, -1.6, 1.5], [-1.0, -0.2, -1.1], [0.4, 0.3, 0.7], [0.3, 0.2, -2.1], [0.6, -0.3, 0.9], [0.1, 0.2, 0.2], [0.0, -0.1, -0.3], [-0.2, -0.3, 0.1], [-0.1, -0.1, 0.2], [-0.7, 0.3, 0.0], [0.5, 0.4, -0.7], [0.0, 0.3, 0.3], [-0.1, 0.0, -0.1]]}


{"formula": "N3O9Rb2", "method": "ωB97M-V/def2-TZVPD", "energy_ev": -24198.732, "gap_ev": 5.27, "de_lowest_kj_mol": 62.03, "charge": -1, "spin_multiplicity": 1, "lumo_energy_ev": 1.249, "symbols": ["Rb", "Rb", "O", "O", "O", "O", "O", "O", "O", "O", "O", "N", "N", "N"], "positions_angstrom": [[-2.224, 0.464, 3.760], [0.401, -1.373, -2.349], [-1.272, -2.242, 0.638], [-0.635, -3.702, 1.892], [1.045, 2.971, -2.175], [-0.186, 1.306, -2.736], [-0.393, 1.150, 1.526], [1.325, 1.790, 0.557], [1.729, 1.411, -3.693], [0.756, -0.080, 0.318], [-1.099, -1.913, 2.725], [0.606, 0.910, 0.731], [-0.935, -2.661, 1.730], [0.883, 1.969, -2.923]], "forces_ev_per_a": [[0.9, -0.4, -1.2], [-0.1, 0.7, 0.7], [-0.5, 1.4, -3.1], [4.8, -13.6, 1.8], [0.8, -1.1, -2.6], [-0.4, 0.2, -0.5], [-1.6, -0.1, 1.0], [5.3, 6.5, -1.3], [0.0, 1.6, 0.5], [1.7, -16.1, -6.8], [-0.3, 2.0, 1.9], [-5.7, 9.8, 7.7], [-4.5, 10.2, -0.5], [-0.5, -1.0, 2.4]]}


{"formula": "C42H70N2O20Si", "method": "ωB97M-V/def2-TZVPD", "energy_ev": -96499.494, "smiles": "CC(=O)OCCCCCCCC[C@@](O)(C#N)[C@](C#N)(CCO[Si](C)(C)C)C[C@@H](C)O.C[C@@H]1COC(=O)O1.C[C@@H]1COC(=O)O1.C[C@@H]1COC(=O)O1.C[C@@H]1COC(=O)O1.C[C@@H]1COC(=O)O1", "gap_ev": 9.35, "spin_multiplicity": 1, "lumo_energy_ev": -0.020, "symbols": ["Si", "O", "O", "O", "O", "O", "O", "O", "O", "O", "O", "O", "O", "O", "O", "O", "O", "O", "O", "O", "O", "N", "N", "C", "C", "C", "C", "C", "C", "C", "C", "C", "C", "C", "C", "C", "C", "C", "C", "C", "C", "C", "C", "C", "C", "C", "C", "C", "C", "C", "C", "C", "C", "C", "C", "C", "C", "C", "C", "C", "C", "C", "C", "C", "C", "H", "H", "H", "H", "H", "H", "H", "H", "H", "H", "H", "H", "H", "H", "H", "H", "H", "H", "H", "H", "H", "H", "H", "H", "H", "H", "H", "H", "H", "H", "H", "H", "H", "H", "H", "H", "H", "H", "H", "H", "H", "H", "H", "H", "H", "H", "H", "H", "H", "H", "H", "H", "H", "H", "H", "H", "H", "H", "H", "H", "H", "H", "H", "H", "H", "H", "H", "H", "H", "H"], "positions_angstrom": [[-4.510, 1.255, -4.118], [3.632, -8.129, -1.069], [-9.396, 0.148, -5.016], [2.956, -1.916, -2.627], [3.754, -2.869, 6.788], [-0.744, 1.072, 4.110], [-1.644, -0.928, 4.510], [-9.256, 2.345, -4.509], [7.422, 0.595, 3.167], [-3.701, 2.696, 1.612], [0.605, 3.360, -2.308], [6.518, 2.064, 1.710], [5.250, 0.462, 2.662], [-3.929, 2.174, -2.820], [1.795, -9.186, -0.298], [2.948, 0.169, -1.846], [-11.199, 1.452, -5.226], [1.591, -3.029, 6.288], [1.693, -7.026, -0.945], [-2.978, 0.878, 4.282], [2.844, -1.407, 5.338], [-1.117, 0.621, -2.853], [1.372, 1.429, 0.408], [4.240, 2.719, -1.430], [2.225, -4.924, -2.065], [-10.520, -0.729, -5.189], [-1.809, 2.106, 0.263], [5.583, -0.725, 3.397], [4.136, -4.883, 8.111], [4.988, 1.378, -1.249], [-3.513, 0.408, 0.935], [2.319, -8.212, -0.727], [3.179, -3.774, 7.751], [4.217, 3.484, -0.096], [2.736, -2.345, 6.068], [6.830, -0.298, 4.127], [-1.893, 0.387, 4.310], [3.812, -6.886, -1.764], [-9.884, 1.411, -4.878], [0.944, 2.168, -0.358], [6.407, 1.136, 2.440], [-1.198, 1.357, -1.975], [-4.098, -0.553, -3.720], [2.423, -1.079, -1.953], [0.078, 3.193, -1.000], [0.349, 0.204, 4.470], [1.160, -1.377, -1.194], [-0.256, -1.145, 4.186], [4.085, 0.188, -0.968], [2.715, -6.037, -1.175], [-3.854, 1.786, -5.799], [-3.325, 1.869, 0.501], [-1.377, 2.579, -1.150], [1.584, 0.528, 3.669], [7.771, -1.420, 4.489], [-11.516, 0.197, -5.841], [1.936, -4.216, 7.024], [-2.313, 3.611, -1.803], [-6.396, 1.324, -4.221], [2.508, 5.369, -0.624], [1.438, 4.930, 0.398], [3.948, 4.980, -0.230], [-2.941, 3.151, -3.120], [0.087, 4.502, -0.206], [-10.150, -1.943, -6.005], [7.366, -2.011, 5.311], [-9.264, -2.425, -5.592], [1.288, -4.519, -1.687], [5.683, 1.448, -0.413], [3.742, -5.478, 8.934], [-10.857, -1.034, -4.194], [4.817, 3.294, -2.161], [-11.363, 0.296, -6.918], [1.126, -4.506, 7.688], [-10.968, -2.663, -6.016], [2.326, 5.013, -1.638], [2.513, 6.462, -0.664], [-3.515, 2.181, 2.404], [4.653, -0.730, -1.158], [-2.796, 0.148, 1.714], [5.102, -4.473, 8.404], [4.312, -5.541, 7.258], [6.585, 0.288, 5.018], [-2.180, 2.826, -3.832], [1.422, 0.295, 2.614], [1.842, 4.185, 1.085], [2.031, -5.285, -3.077], [1.799, 1.596, 3.728], [-5.004, -1.148, -3.612], [5.206, 3.376, 0.357], [4.216, 5.495, 0.698], [3.681, -7.069, -2.833], [3.251, 2.583, -1.869], [5.518, 1.154, -2.176], [1.328, -1.436, -0.119], [4.772, -1.008, 4.064], [2.954, -4.121, -2.120], [-1.323, 1.141, 0.416], [-3.389, -0.986, -4.427], [-4.417, 1.314, -6.602], [-0.194, 5.294, -0.906], [-0.647, 4.521, 0.597], [-12.550, -0.076, -5.645], [8.742, -1.024, 4.785], [5.762, -1.530, 2.679], [0.655, -2.252, -1.582], [-1.775, 4.530, -2.044], [7.941, -2.080, 3.636], [-0.199, -1.420, 3.130], [1.214, 5.807, 1.009], [-9.914, -1.667, -7.034], [4.627, 5.381, -0.989], [4.808, -6.488, -1.584], [-3.456, 4.029, -3.532], [2.929, -3.190, 8.642], [2.454, -0.021, 4.017], [-3.605, -0.584, -2.744], [0.158, -1.940, 4.789], [-6.880, 1.196, -3.257], [-6.730, 2.232, -4.720], [-3.786, 2.865, -5.938], [-2.835, 1.389, -5.894], [0.473, -0.538, -1.330], [-3.141, 3.910, -1.163], [-1.460, 2.751, 1.064], [3.784, 0.134, 0.084], [-3.278, -0.247, 0.088], [0.539, 0.339, 5.539], [-4.530, 0.201, 1.258], [-3.964, 2.058, -0.357], [0.187, 4.119, -2.726], [2.123, -5.018, 6.306], [3.007, -5.635, -0.199], [3.523, 2.979, 0.579], [-6.661, 0.514, -4.906]], "forces_ev_per_a": [[-1.1, -0.9, 0.3], [-0.1, 0.1, 0.0], [-0.2, 0.2, 0.1], [0.4, -0.1, -0.3], [-0.3, 0.2, -0.1], [-0.3, -0.1, 0.2], [0.0, 0.2, 0.0], [-0.2, 0.1, 0.0], [-0.3, 0.2, -0.1], [-0.5, 0.2, -0.6], [0.4, 0.1, 0.0], [0.1, 0.0, 0.0], [0.2, 0.1, 0.0], [0.4, -0.1, -1.1], [0.0, -0.1, 0.0], [-0.3, 0.1, 0.5], [0.1, -0.1, 0.0], [0.1, 0.1, -0.1], [0.3, -0.2, 0.1], [-0.2, 0.0, 0.0], [0.0, -0.6, 0.5], [0.2, -0.6, 0.3], [0.3, -0.1, -0.3], [0.7, 0.1, 0.5], [-0.2, -0.3, -0.1], [0.1, -0.5, -0.3], [-0.7, -0.7, -0.5], [-0.4, 0.0, 0.1], [0.3, 0.0, -0.3], [-1.0, -0.1, -0.6], [0.1, -0.1, -0.9], [-0.1, 0.0, 0.0], [0.3, -0.5, 0.3], [0.2, 0.0, -0.3], [0.3, 0.0, 0.1], [0.3, -0.4, 0.2], [0.2, 0.1, -0.2], [0.3, -0.1, 0.1], [0.0, 0.0, 0.0], [-0.8, 0.4, 0.7], [0.1, -0.2, 0.2], [-0.5, 1.2, -0.8], [0.3, 0.6, 0.3], [-0.2, -0.6, 0.0], [-0.1, -0.3, -1.0], [0.7, 0.0, -0.2], [-0.6, 1.1, -0.2], [-0.1, -0.1, 0.1], [0.7, -0.4, 0.2], [-0.2, 0.5, -0.4], [0.9, -0.3, 0.5], [0.7, -0.7, 1.5], [0.7, -0.4, 1.6], [-0.1, 0.4, -0.6], [0.3, 0.0, -0.2], [-0.3, 0.1, 0.1], [-0.3, 0.0, 0.1], [0.0, -0.1, -1.0], [1.1, 0.2, -0.3], [0.7, 0.1, 0.2], [0.0, 0.3, -0.3], [-0.5, -0.1, 0.0], [-0.6, 0.8, 0.8], [0.6, 0.5, 0.2], [0.3, 0.1, -0.1], [0.0, 0.0, 0.0], [-0.1, 0.0, 0.1], [0.1, 0.1, 0.1], [0.2, 0.0, -0.2], [0.0, 0.0, 0.0], [0.0, 0.1, 0.0], [-0.1, 0.2, 0.1], [0.1, -0.1, 0.0], [-0.1, 0.2, -0.1], [0.0, 0.0, 0.0], [-0.2, -0.2, 0.1], [-0.2, 0.0, -0.2], [0.0, 0.1, 0.3], [0.1, 0.1, 0.0], [-0.2, 0.1, 0.2], [-0.1, 0.0, 0.1], [-0.1, 0.0, 0.0], [-0.1, 0.0, -0.1], [-0.1, -0.2, 0.0], [0.0, 0.1, 0.1], [-0.2, -0.2, -0.1], [0.0, 0.0, 0.0], [0.0, 0.0, 0.0], [0.0, -0.1, -0.3], [-0.2, 0.0, 0.0], [-0.1, -0.1, 0.1], [-0.1, 0.1, 0.0], [0.0, -0.1, 0.1], [0.2, 0.0, 0.1], [0.2, -0.1, 0.0], [-0.1, 0.2, -0.1], [0.0, 0.0, 0.0], [0.2, 0.1, 0.1], [-0.2, -0.2, -0.1], [-0.2, 0.2, 0.0], [-0.1, 0.0, 0.0], [-0.1, -0.3, -0.1], [0.0, 0.2, 0.1], [-0.1, 0.0, 0.1], [0.2, 0.0, 0.1], [0.2, -0.3, 0.0], [0.1, 0.0, 0.1], [-0.1, 0.0, 0.0], [0.1, 0.1, 0.0], [0.0, -0.1, 0.2], [0.0, 0.0, 0.0], [0.0, 0.0, 0.0], [0.0, -0.2, 0.1], [0.2, 0.0, -0.2], [-0.1, 0.0, -0.1], [-0.3, 0.2, -0.1], [0.1, 0.0, 0.0], [-0.2, -0.1, 0.2], [-0.2, 0.0, -0.1], [-0.1, 0.1, 0.3], [-0.2, 0.0, -0.1], [0.0, 0.1, 0.0], [0.1, -0.1, 0.1], [0.2, -0.2, 0.3], [0.0, 0.2, -0.2], [-0.4, 0.3, -0.1], [-0.1, 0.0, 0.0], [-0.1, -0.1, 0.0], [0.0, 0.1, 0.1], [0.1, 0.4, 0.0], [0.0, 0.1, 0.0], [0.1, 0.0, 0.1], [0.1, -0.1, 0.0], [0.0, 0.1, 0.1], [-0.1, -0.1, 0.2]]}


{"formula": "C5H11O2", "method": "ωB97M-V/def2-TZVPD", "energy_ev": -9459.091, "gap_ev": 7.90, "de_lowest_kj_mol": 90.50, "charge": -1, "spin_multiplicity": 1, "lumo_energy_ev": 4.033, "symbols": ["O", "O", "C", "C", "C", "C", "C", "H", "H", "H", "H", "H", "H", "H", "H", "H", "H", "H"], "positions_angstrom": [[-0.292, 0.792, 1.341], [0.563, -1.285, 1.470], [-2.268, -1.976, 0.457], [0.946, 1.669, -1.908], [2.467, 1.839, -1.607], [-0.209, -0.407, 1.037], [-1.287, -0.889, -0.050], [2.545, 1.949, -0.509], [-2.060, -1.973, 1.545], [3.084, 1.069, -2.039], [2.692, 2.846, -1.934], [0.673, 0.869, -2.586], [-1.697, 0.000, -0.516], [-2.255, -2.925, -0.087], [-3.313, -1.721, 0.470], [0.590, 2.679, -2.204], [-0.632, -1.351, -0.787], [0.409, 1.257, -1.025]], "forces_ev_per_a": [[0.2, 0.8, 0.1], [0.0, -0.1, -0.1], [0.2, 1.1, 1.1], [-0.1, -0.2, 1.0], [-1.7, 0.7, 0.9], [-1.1, -0.7, -0.3], [1.2, -0.4, -0.1], [0.4, -0.7, -0.4], [0.1, -1.2, -0.5], [0.4, -0.1, 0.1], [0.8, 0.0, -0.6], [0.4, 0.3, -1.0], [-0.5, 0.0, 0.1], [0.6, -0.1, 0.5], [-0.6, 0.7, -0.5], [-0.4, -1.0, 0.1], [0.0, -0.1, -0.4], [0.3, 1.0, -0.1]]}